C21H35O2S2Si | ωB97M-V/def2-TZVPD

Each line ends with the natural charge from an NBO analysis.
Cartesian coordinates (Å):
C  -5.58  0.10  1.01  -0.60
C  -4.25  -0.41  1.52  -0.41
C  -3.25  0.67  1.94  -0.42
C  -1.84  0.19  2.17  -0.07
O  -1.66  -0.85  1.16  -0.52
C  -0.44  -1.11  0.69  0.68
C  -0.44  -1.79  -0.49  -0.63
O  0.54  -0.60  1.41  -0.84
Si  2.21  -0.39  1.01  1.97
C  2.53  -0.96  -0.72  -1.19
C  2.43  1.45  1.17  -1.17
C  3.25  -1.30  2.32  -0.50
C  3.82  -2.59  1.73  -0.61
C  2.38  -1.64  3.54  -0.60
C  4.40  -0.38  2.76  -0.61
H  -6.20  -0.74  0.72  0.22
H  -6.11  0.66  1.78  0.21
H  -5.46  0.75  0.13  0.18
H  -4.42  -1.06  2.39  0.21
H  -3.77  -1.04  0.77  0.21
H  -3.23  1.46  1.18  0.17
H  -3.59  1.15  2.87  0.22
H  -1.11  0.99  2.04  0.20
H  -1.71  -0.30  3.15  0.20
H  0.44  -2.30  -0.82  0.23
H  -1.43  -2.02  -0.85  0.22
H  3.54  -0.61  -0.99  0.26
H  2.52  -2.05  -0.81  0.25
H  1.82  -0.53  -1.44  0.24
H  3.44  1.73  0.85  0.25
H  1.70  1.97  0.54  0.23
H  2.28  1.77  2.21  0.25
H  4.48  -2.41  0.86  0.21
H  4.42  -3.12  2.49  0.22
H  3.03  -3.28  1.41  0.21
H  1.93  -0.75  3.99  0.21
H  1.58  -2.34  3.28  0.21
H  3.00  -2.13  4.31  0.21
H  4.02  0.53  3.25  0.21
H  5.03  -0.90  3.50  0.22
H  5.04  -0.07  1.93  0.21
C  0.72  -0.20  -5.50  -0.12
C  1.26  0.92  -4.85  -0.22
C  0.83  1.27  -3.58  -0.15
C  -0.22  0.55  -2.97  -0.11
C  -0.79  1.02  -1.73  -0.19
S  -2.41  0.68  -1.26  0.43
C  -2.99  2.43  -1.29  -0.53
C  -1.83  3.39  -1.08  -0.53
S  -0.23  2.50  -1.04  0.38
C  -0.74  -0.60  -3.61  -0.15
C  -0.26  -0.97  -4.86  -0.20
H  1.06  -0.46  -6.50  0.24
H  2.02  1.53  -5.34  0.24
H  1.25  2.13  -3.06  0.23
H  -3.43  2.54  -2.28  0.25
H  -3.78  2.54  -0.53  0.26
H  -1.76  4.11  -1.90  0.25
H  -1.90  3.94  -0.13  0.25
H  -1.51  -1.19  -3.10  0.24
H  -0.66  -1.86  -5.34  0.24

Computed properties:
lowest unoccupied orbital energy: -5.6 eV
total charge: +1

C4H5N | ωB97M-V/def2-TZVPD

Each line ends with the natural charge from an NBO analysis.
Cartesian coordinates (Å):
C  -0.88  1.90  0.94  -0.21
C  -0.23  1.05  0.40  -0.04
C  0.57  0.03  -0.26  -0.18
C  0.26  -1.38  0.04  -0.36
N  -0.03  -0.63  -1.41  -0.55
H  -1.46  2.66  1.43  0.24
H  1.61  0.29  -0.42  0.23
H  -0.67  -1.54  0.57  0.20
H  0.56  -2.00  -0.85  0.31
H  -1.03  -0.47  -1.44  0.36

Computed properties:
lowest unoccupied orbital energy: 1.1 eV
SMILES string: C#C[C@H]1CN1
energy relative to the best compared isomer or geometry (same formula, charge and spin): 4.714 eV

C2H5N3O | ωB97M-V/def2-TZVPD

Each line ends with the natural charge from an NBO analysis.
Cartesian coordinates (Å):
H  0.37  -2.55  0.50  0.52
N  0.44  -1.61  0.05  -0.19
C  1.17  -0.62  -0.12  0.32
N  0.81  0.63  -0.32  -0.49
C  -0.45  1.09  -0.11  0.41
N  -1.52  0.35  0.10  -0.09
O  -1.58  -0.89  -0.06  -0.04
H  2.27  -0.74  -0.08  0.32
H  1.52  1.31  -0.43  0.49
H  -0.72  2.09  0.04  0.28
H  -2.32  0.94  0.44  0.47

Computed properties:
lowest unoccupied orbital energy (spin up / spin down): -12.9 / -13.5 eV
SMILES string: [H]/N=C/[NH+]=C\[NH+]=O
total charge: +2
energy relative to the best compared isomer or geometry (same formula, charge and spin): 2.364 eV

C28H29Br2N2O6 | ωB97M-V/def2-TZVPD

Each line ends with the natural charge from an NBO analysis.
Cartesian coordinates (Å):
C  -1.72  2.40  -4.07  -0.69
C  -1.40  1.26  -3.16  -0.01
Br  0.30  1.42  -2.33  0.12
C  -2.18  0.21  -2.92  -0.04
Br  -3.87  -0.02  -3.72  0.15
N  -1.76  -0.83  -2.01  -0.28
C  -2.29  -1.02  -0.86  0.32
C  -1.59  -2.16  -0.14  -0.47
C  -0.17  -1.90  -0.76  -0.19
C  0.95  -2.86  -0.44  -0.42
C  1.94  -2.34  0.62  -0.40
C  2.45  -0.93  0.36  -0.22
N  3.51  -0.60  1.34  -0.81
C  -0.67  -1.82  -2.23  -0.22
H  -1.02  2.40  -4.92  0.29
H  -1.50  3.30  -3.50  0.25
H  -2.76  2.41  -4.36  0.24
H  -3.10  -0.42  -0.46  0.24
H  -1.53  -1.89  0.92  0.25
H  -2.04  -3.12  -0.39  0.26
H  -0.03  -0.85  -0.51  0.22
H  1.55  -3.03  -1.34  0.22
H  0.56  -3.82  -0.13  0.23
H  2.81  -2.99  0.59  0.23
H  1.47  -2.35  1.61  0.21
H  2.86  -0.80  -0.65  0.19
H  1.66  -0.18  0.46  0.15
H  3.87  0.32  1.11  0.36
H  3.01  -0.44  2.21  0.35
H  0.05  -1.57  -3.00  0.25
H  -1.20  -2.74  -2.45  0.22
C  -3.61  -0.75  4.22  -0.20
C  -2.42  -1.12  3.75  -0.26
C  -1.74  -2.33  4.25  0.48
O  -0.65  -2.66  3.81  -0.52
C  -2.43  -3.13  5.29  -0.23
C  -3.62  -2.77  5.76  -0.21
C  -4.31  -1.55  5.26  0.47
O  -5.39  -1.22  5.68  -0.46
H  -4.13  0.13  3.86  0.23
H  -1.89  -0.55  2.99  0.21
H  -1.91  -4.02  5.64  0.24
H  -4.14  -3.34  6.52  0.24
C  -2.14  4.53  -7.53  -0.24
C  -2.69  5.59  -8.13  -0.21
C  -1.87  6.78  -8.49  0.47
O  -2.36  7.74  -9.03  -0.46
C  -0.42  6.73  -8.16  -0.21
C  0.12  5.67  -7.56  -0.23
C  -0.70  4.49  -7.20  0.49
O  -0.20  3.53  -6.66  -0.53
H  -2.72  3.66  -7.26  0.22
H  -3.74  5.64  -8.38  0.24
H  0.16  7.61  -8.43  0.24
H  1.17  5.62  -7.31  0.24
C  3.43  -2.59  6.18  -0.21
C  3.07  -1.39  5.73  -0.25
C  4.08  -0.32  5.53  0.49
O  3.75  0.77  5.11  -0.51
C  5.49  -0.63  5.86  -0.24
C  5.84  -1.83  6.32  -0.22
C  4.84  -2.91  6.51  0.47
O  5.16  -4.00  6.93  -0.47
H  2.71  -3.39  6.33  0.23
H  2.05  -1.15  5.48  0.23
H  6.20  0.17  5.71  0.24
H  6.87  -2.08  6.57  0.24

Computed properties:
lowest unoccupied orbital energy: -4.3 eV
total charge: +1

C5H19NO5 | ωB97M-V/def2-TZVPD

Each line ends with the natural charge from an NBO analysis.
Cartesian coordinates (Å):
C  0.12  -1.35  -1.00  -0.62
C  1.06  -0.49  -0.18  -0.41
C  0.94  -0.20  1.32  -0.42
C  -0.38  -0.71  1.96  -0.15
N  -0.24  -0.60  3.42  -0.87
C  -0.77  -2.22  1.69  0.42
O  -1.53  -2.68  2.50  -0.52
H  0.35  -1.19  -2.05  0.24
H  0.28  -2.42  -0.91  0.19
H  -0.95  -1.15  -0.90  0.21
H  0.76  0.48  -0.61  0.19
H  2.13  -0.66  -0.45  0.22
H  1.77  -0.65  1.92  0.20
H  1.26  0.80  1.67  0.24
H  -1.18  0.07  1.95  0.19
H  -0.98  -1.08  3.91  0.38
H  0.65  -0.66  3.90  0.37
H  -0.09  -2.90  1.09  0.14
O  -3.62  0.77  1.23  -0.97
H  -2.80  0.52  1.65  0.48
H  -4.45  0.72  1.73  0.49
O  0.95  1.16  -3.18  -0.98
H  0.87  1.42  -4.11  0.49
H  0.31  1.69  -2.68  0.50
O  3.46  0.93  -2.30  -0.96
H  3.09  0.04  -2.32  0.45
H  2.63  1.37  -2.58  0.49
O  -1.18  2.95  -2.69  -0.93
H  -0.68  3.44  -2.01  0.47
H  -1.81  2.61  -2.01  0.48

Computed properties:
lowest unoccupied orbital energy: 0.1 eV
SMILES string: CCC[C@H](N)C=O.O.O.O.O
energy relative to the best compared isomer or geometry (same formula, charge and spin): 2.756 eV

C6H14N2O2S | ωB97M-V/def2-TZVPD

Each line ends with the natural charge from an NBO analysis.
Cartesian coordinates (Å):
C  2.61  0.03  -1.30  -0.97
H  2.55  0.98  -1.85  0.31
H  2.20  -0.67  -1.95  0.26
H  3.67  -0.23  -1.35  0.30
S  1.93  -0.07  0.15  2.17
O  2.48  1.10  1.04  -0.94
O  1.94  -1.34  1.04  -0.88
N  0.33  0.59  -0.09  -0.68
C  -0.31  1.57  0.83  -0.21
C  -1.58  1.74  0.27  -0.45
H  -1.57  2.65  -0.56  0.20
C  -2.10  0.47  -0.28  -0.38
H  -2.36  -0.38  0.55  0.24
H  -2.71  0.46  -0.95  0.18
C  -0.68  -0.27  -0.74  0.03
H  -0.60  -0.21  -1.58  0.10
C  -0.58  -1.91  -0.19  -0.15
N  -0.81  -1.96  1.28  -0.86
H  0.18  -1.47  1.58  0.40
H  -0.89  -2.84  1.54  0.35
H  -1.50  -2.25  -0.83  0.18
H  0.21  -2.09  -0.46  0.11
H  -2.34  2.32  1.03  0.23
H  -0.44  1.19  2.11  0.20
H  0.38  2.59  0.72  0.25

Computed properties:
lowest unoccupied orbital energy: 0.3 eV
energy relative to the best compared isomer or geometry (same formula, charge and spin): 10.438 eV